154
Properties=species:S:1:pos:R:3:forces:R:3:lowdin_charge:R:1 method="wB97M-V/def2-TZVPD" gap_ev=7.95 mol_weight_da=841.3 max_force_ev_per_a=7.15 lumo_energy_ev=0.4 total_charge=0 e_homo_ha=-0.2781
C 3.203453 -7.590605 0.771094 0.510 -1.108 -0.697 -0.02
C 3.943121 -6.538922 1.603043 -0.566 0.298 0.544 -0.51
C 5.481610 -6.711345 1.583787 -0.724 -1.514 0.550 -0.03
C 3.792750 -5.121202 1.120852 -1.417 1.661 -1.172 -0.16
C 2.349387 -4.533547 1.243147 0.550 -0.903 0.604 -0.15
C 1.890603 -4.650754 2.727348 -0.030 -0.131 -1.879 -0.15
C 2.053675 -6.049001 3.304635 -1.207 -0.392 0.637 -0.45
C 1.784243 -5.848428 4.823549 0.378 -1.053 0.364 -0.05
C 0.821808 -6.947295 2.772457 1.484 0.119 -0.701 -0.02
N 3.409536 -6.528830 2.972288 -1.185 2.053 -0.027 -0.14
O 3.896197 -7.510103 3.822571 0.542 -0.412 0.012 0.00
H 3.193611 -8.554039 1.280799 0.119 0.046 0.519 0.09
H 2.157847 -7.442552 0.501109 0.181 0.652 0.167 0.07
H 3.724958 -7.858319 -0.147850 0.149 0.409 -0.299 0.08
H 5.867811 -6.900612 0.582222 -0.200 0.510 -0.139 0.09
H 5.958420 -5.855731 2.062001 0.121 -0.201 -0.059 0.09
H 5.701055 -7.645035 2.101638 0.348 0.069 0.303 0.08
H 4.476613 -4.428408 1.611223 0.129 -0.285 0.317 0.11
H 4.114055 -5.164017 0.080157 -0.114 0.336 -0.323 0.12
H 2.199006 -3.482620 0.996117 0.628 0.053 -0.371 0.09
H 1.757199 -5.098225 0.523043 -0.522 -0.064 0.268 0.10
H 0.829602 -4.401720 2.746245 -0.045 0.198 0.311 0.11
H 2.460439 -3.900101 3.274987 -0.022 -0.135 0.283 0.12
H 0.732763 -5.580817 4.927885 0.178 0.614 -0.041 0.08
H 2.457770 -5.174043 5.352374 -0.077 0.544 -0.468 0.08
H 1.847680 -6.730426 5.460849 0.159 -0.598 -0.502 0.07
H 1.097814 -8.001677 2.757640 -0.015 -0.061 0.328 0.07
H 0.680346 -6.694215 1.721728 -0.231 0.050 -0.027 0.05
H -0.144425 -6.833921 3.264018 0.301 0.263 0.327 0.07
H 4.677031 -6.983609 4.008841 0.553 -0.956 1.130 0.10
C -0.270857 2.719105 0.330883 -0.956 -0.892 -0.548 -0.01
C -1.231619 1.672620 -0.340586 0.537 0.126 -1.527 -0.44
C -2.536071 2.404101 -0.604356 -1.838 -0.205 0.448 -0.05
C -0.638881 1.262168 -1.808141 -0.919 0.327 1.718 -0.10
C -1.249312 -0.008866 -2.395730 -1.436 0.833 0.834 -0.18
C -1.217639 -1.135099 -1.378315 1.214 -1.469 0.391 -0.13
C -1.799616 -0.840864 0.012780 -1.713 0.913 0.187 -0.46
C -3.365646 -0.855352 -0.121526 -0.292 -1.445 0.833 -0.03
C -1.356108 -1.875713 1.098213 0.560 -0.211 0.338 -0.03
N -1.344938 0.464793 0.479177 1.862 -0.076 -1.274 -0.13
O -1.806647 0.732396 1.754497 -0.784 0.629 0.611 -0.01
H 0.469018 2.175419 0.918316 0.447 0.458 -0.246 0.07
H 0.087308 3.366975 -0.469168 0.643 -0.190 0.020 0.07
H -0.821910 3.410624 0.968263 -0.109 -0.290 0.337 0.08
H -3.309107 1.741230 -0.993099 0.074 -0.178 -0.327 0.07
H -3.006289 2.776665 0.305690 0.268 -0.107 0.430 0.07
H -2.546146 3.285595 -1.245418 0.728 -0.056 -0.269 0.07
H -0.962255 2.121741 -2.395220 0.537 0.005 -0.334 0.09
H 0.446008 1.195450 -1.726448 0.171 0.071 -0.050 0.10
H -2.313426 0.168116 -2.552097 -0.375 0.413 0.150 0.09
H -0.978680 -0.130989 -3.444512 0.857 -0.809 0.210 0.10
H -0.212785 -1.514895 -1.193569 0.512 0.326 -0.133 0.11
H -1.721667 -2.051099 -1.686533 -0.308 0.121 -0.470 0.12
H -3.700473 -1.890767 -0.059075 0.185 -0.441 -0.093 0.07
H -3.862157 -0.537173 -1.038219 0.547 0.656 -0.051 0.07
H -3.863867 -0.450681 0.759466 0.186 0.618 -0.093 0.07
H -1.589688 -1.644065 2.137386 -0.612 0.742 -0.264 0.08
H -0.271557 -1.944169 1.182779 0.273 0.147 -0.588 0.07
H -1.705125 -2.906525 1.037299 -0.296 0.035 -0.875 0.08
H -1.056055 1.194463 2.134905 0.282 0.018 0.685 0.08
C 3.221892 1.861087 -4.991909 -0.942 0.069 0.846 -0.06
C 4.132713 0.739105 -4.562282 1.742 0.830 0.407 -0.46
C 4.472376 0.128426 -5.940416 0.613 -1.150 0.117 -0.05
C 5.455365 1.381998 -3.859284 -0.231 -1.713 -1.035 -0.08
C 6.334831 0.257986 -3.231164 0.067 -0.758 0.592 -0.16
C 5.578682 -0.850457 -2.432193 -1.009 0.398 -0.704 -0.11
C 4.203112 -1.311395 -3.052122 -0.439 -0.143 2.166 -0.46
C 4.355735 -2.392297 -4.127572 0.680 0.313 -0.546 -0.02
C 3.314604 -1.776828 -1.813544 -0.513 -1.433 -1.133 -0.03
N 3.488015 -0.108147 -3.499695 0.097 1.392 -1.169 -0.11
O 2.182993 -0.459052 -3.973074 0.341 -0.599 -0.383 -0.02
H 2.841766 2.379554 -4.111680 -0.071 0.384 -0.407 0.06
H 3.728694 2.541607 -5.676126 0.018 0.071 0.314 0.10
H 2.367919 1.420663 -5.506554 -0.053 0.181 -0.087 0.09
H 3.733242 -0.602730 -6.267836 -0.253 0.113 0.138 0.09
H 4.517288 0.896865 -6.712161 0.020 0.068 0.179 0.08
H 5.422778 -0.404065 -5.976205 0.133 0.073 0.125 0.07
H 6.056583 1.761918 -4.685291 -0.077 0.233 -0.129 0.11
H 5.260266 2.250426 -3.230111 -0.415 -0.358 0.327 0.10
H 6.983216 -0.159568 -4.001457 -0.415 -0.346 -0.375 0.10
H 7.098406 0.580681 -2.523401 -0.162 0.803 0.056 0.10
H 5.386994 -0.479234 -1.425445 -0.242 0.295 -0.097 0.09
H 6.136318 -1.758561 -2.203078 0.422 0.007 -0.560 0.12
H 3.475646 -2.542534 -4.752837 -0.290 -0.102 0.494 0.08
H 4.752945 -3.342513 -3.770612 -0.394 -0.020 0.432 0.09
H 5.111514 -2.078718 -4.847685 0.161 0.146 0.088 0.06
H 2.785975 -0.996585 -1.265954 0.544 0.275 -0.046 0.07
H 3.743070 -2.502043 -1.121759 0.913 0.443 0.140 0.07
H 2.512320 -2.419730 -2.175653 -0.342 0.171 -0.496 0.07
H 1.549626 -0.039247 -3.386366 0.065 0.135 0.351 0.08
C -5.595144 2.683197 6.667461 -1.351 0.367 0.997 -0.07
C -5.667122 2.610700 5.159221 0.227 -0.719 -1.443 -0.44
C -4.288698 3.196451 4.724875 1.005 -0.759 -0.139 -0.05
C -5.741533 1.038373 4.827601 -0.427 1.041 -1.394 -0.10
C -6.143170 0.838104 3.333994 -0.268 0.722 -0.410 -0.15
C -7.408480 1.673814 2.828215 1.759 -0.133 1.406 -0.12
C -7.369581 3.180806 3.144961 2.809 0.041 -0.021 -0.47
C -6.334157 3.876694 2.137639 -1.771 0.111 0.035 -0.02
C -8.807499 3.711596 2.998292 0.868 1.024 0.031 -0.03
N -6.841893 3.370927 4.545705 -0.867 -3.686 1.445 -0.13
O -6.786531 4.645957 5.024502 -0.086 1.144 -0.643 -0.01
H -4.882909 1.985207 7.107510 0.006 -0.325 -0.463 0.09
H -5.301015 3.641404 7.095741 -0.178 0.283 -0.381 0.08
H -6.585406 2.438749 7.051806 -0.045 0.006 0.286 0.09
H -4.117299 4.271534 4.778985 -0.748 0.265 -0.200 0.08
H -3.541597 2.877157 5.451507 -0.045 -0.328 0.239 0.08
H -3.847826 2.833327 3.796508 -0.475 0.043 -0.375 0.07
H -4.724670 0.694613 5.017159 0.026 -0.243 -0.213 0.11
H -6.389159 0.427347 5.456357 -0.266 0.646 0.414 0.11
H -5.216364 1.016884 2.788868 -0.138 0.885 -0.521 0.09
H -6.354884 -0.152018 2.930337 -0.092 -0.595 1.024 0.10
H -8.313361 1.317890 3.320764 0.081 -0.525 -0.094 0.11
H -7.456592 1.502423 1.752851 -0.338 0.188 0.014 0.11
H -6.618539 3.477923 1.163884 0.109 0.476 -0.313 0.07
H -5.251476 3.780219 2.218921 -0.194 -0.649 0.648 0.06
H -6.530375 4.947346 2.194997 -0.062 0.173 -0.396 0.07
H -8.850531 4.768198 3.262548 0.007 -0.009 0.594 0.08
H -9.492045 3.126392 3.612326 0.021 0.128 -0.091 0.08
H -9.135856 3.771550 1.960657 0.104 -0.718 -0.180 0.08
H -6.023812 4.971227 4.540696 0.405 1.117 0.086 0.07
N 2.281515 2.529677 5.160304 -0.223 -1.045 3.584 0.15
C 1.953199 2.717981 3.902481 -3.554 -3.484 -0.604 -0.82
N 2.757788 3.491494 3.348263 4.356 4.999 -2.678 0.20
O 1.038556 2.120917 3.363273 -1.427 -0.696 -0.525 0.03
H 2.929228 3.211097 5.529421 -0.544 -0.552 0.912 0.10
H 1.492028 2.159745 5.670160 0.531 0.172 0.657 0.12
H 3.294259 3.955040 4.067584 0.629 0.692 -1.471 0.11
H 2.730525 3.806445 2.389013 0.136 -0.290 -0.031 0.11
N 2.882126 3.074665 -1.655622 -3.015 4.158 -3.775 0.20
C 3.329533 2.597971 -0.551364 1.026 -0.631 -1.078 -0.82
N 3.714647 1.403536 -0.837014 2.488 -6.140 1.929 0.17
O 3.557739 3.126776 0.482096 -0.202 2.364 3.781 0.07
H 2.821537 2.471523 -2.463484 -0.216 0.455 0.450 0.06
H 2.402232 3.963358 -1.661102 0.067 0.113 -0.378 0.09
H 3.721607 0.911898 -1.719259 -0.353 0.280 -0.145 0.05
H 4.150853 0.935913 -0.055249 0.024 -0.223 -0.236 0.12
C -0.996350 5.665058 -2.957665 -2.141 -0.540 -0.629 -0.11
C 0.258917 4.956354 -3.342313 0.750 1.716 1.328 -0.26
O 1.348498 5.576108 -2.543659 -0.416 -1.202 -0.668 -0.11
H -1.815615 5.117819 -3.423950 -0.260 -0.355 -0.314 0.07
H -1.177946 6.653192 -3.380427 0.688 0.274 0.348 0.08
H -1.303887 5.597539 -1.914127 0.708 0.312 0.195 0.08
H 0.428005 5.078036 -4.412221 0.271 -0.279 0.024 0.11
H 0.161657 3.910649 -3.050525 0.501 0.022 -0.099 0.08
H 1.733196 6.314320 -3.021835 -0.105 -0.009 -0.154 0.08
C -2.701881 0.133287 -6.074672 -1.002 -0.672 -0.050 -0.09
C -2.393208 1.144412 -7.146124 0.624 0.553 0.938 -0.35
O -2.370317 0.518191 -8.390764 0.036 -0.620 -0.895 -0.07
H -1.909361 -0.595861 -5.906316 0.185 0.139 -0.247 0.07
H -3.568620 -0.420209 -6.435947 -0.116 -0.232 0.184 0.08
H -2.975404 0.534197 -5.098681 0.119 0.392 -0.116 0.07
H -1.409077 1.540215 -6.895258 0.236 0.483 -0.219 0.10
H -3.103657 1.969339 -7.199709 -0.159 0.059 0.500 0.11
H -2.529462 1.183619 -9.064170 0.089 -0.095 -0.077 0.08